#1
C4H7ClN2 | wB97M-V/def2-TZVPD

Each line ends with the Löwdin charge.
Atoms and positions in Å:
Cl -2.62866 2.38701 -0.24744  0.5195
N -1.43315 1.13713 -0.35800  -0.4147
N -0.51718 1.41928 -1.12522  -0.0914
C 0.53997 0.47407 -1.27938  -0.2356
C 0.41517 -0.58968 1.04501  -0.3767
C 0.46675 -0.82479 -0.46912  -0.2167
C -0.81670 -0.93643 1.72027  0.1108
H -0.42819 -1.37489 -0.75672  0.1025
H 0.56180 0.24885 -2.35420  0.1222
H 0.92547 -1.43015 1.57702  0.1388
H 0.95253 0.32704 1.32450  0.1110
H 1.45938 1.03302 -1.05886  0.1221
H -0.84492 -0.45874 2.71484  0.0023
H 1.34772 -1.41174 -0.73268  0.1061

Computed properties:
2S+1	1
charge	0
E_HOMO	-8.61	eV
HOMO-LUMO gap	8.7	eV



#2
C4H7ClN2 | wB97M-V/def2-TZVPD

Each line ends with the Löwdin charge.
Atoms and positions in Å:
Cl 1.89909 -3.02423 -2.33802  0.2699
N -1.85828 -0.10735 -1.08216  0.1155
N -4.29916 -0.28108 -1.05557  0.1381
C -3.15466 -0.17077 -0.99098  -0.3649
C -1.35962 0.47502 1.24210  -0.0171
C -1.00760 0.15665 -0.17632  -0.3600
C 0.42973 0.19192 -0.56653  -0.0379
H 0.79703 1.21484 -0.47893  0.0925
H -0.55699 0.19977 1.92011  0.0806
H -1.53014 1.54922 1.33551  0.0987
H -2.28167 -0.02953 1.52947  0.0851
H 0.54974 -0.14700 -1.59124  0.0651
H 1.02437 -0.43234 0.09718  0.0833
H 2.65178 -2.03506 -2.64437  -0.2489

Computed properties:
2S+1	1
charge	0
E_HOMO	-9.99	eV
structure (SMILES)	CC(C)=NC#N.Cl
HOMO-LUMO gap	10.4	eV



From most stable to least stable, the computed energies give #2, #1.



#1
C4H16NO2S | wB97M-V/def2-TZVPD

Each line ends with the Löwdin charge.
Atoms and positions in Å:
S 2.33411 1.17732 -0.24165  0.8229
O 1.46178 -2.68470 -0.44911  -0.0578
O -3.55974 -1.37651 0.77350  -0.0372
N -0.77848 -1.30078 1.09428  0.1841
C 0.82006 0.59569 -1.06730  -0.4795
C 2.18034 2.93418 -0.57361  -0.3913
C -0.43785 0.15443 1.10400  -0.1705
C -0.45349 0.78271 -0.26049  -0.2491
H 2.33199 -2.66084 -0.87295  0.0708
H -4.14593 -2.14958 0.74354  0.0834
H 0.58336 0.24876 1.48086  0.0923
H -0.43379 -1.75155 0.23982  0.1289
H 2.36453 3.11487 -1.61532  0.0337
H 1.02548 -0.45816 -1.23419  0.0405
H -3.91142 -0.76508 0.11155  0.0755
H -0.72731 1.83726 -0.18160  0.1174
H -1.81335 -1.40078 1.06305  0.0978
H 0.77919 1.14158 -1.99490  0.0803
H -1.03189 0.62182 1.88833  0.1388
H 2.93654 3.44323 0.00622  0.0384
H -0.41619 -1.78814 1.91127  0.1724
H -1.31272 0.50903 -0.87073  0.1157
H 1.18325 3.27692 -0.33576  0.0323
H 1.02155 -3.50168 -0.71878  0.0599

Computed properties:
2S+1	1
charge	+1
E_HOMO	-11.64	eV
HOMO-LUMO gap	8.6	eV



#2
C4H16NO2S | wB97M-V/def2-TZVPD

Each line ends with the Löwdin charge.
Atoms and positions in Å:
S 2.28416 -0.92286 -0.75348  0.8195
O -3.16682 1.00388 -0.91499  -0.1172
O -2.51751 -0.59849 3.37531  -0.0861
N -0.83914 -0.12965 0.93636  0.1356
C 2.98737 -1.64119 -2.20748  -0.4338
C 0.46917 0.73665 1.37572  -0.0738
C 1.05126 0.25984 -1.14781  -0.5849
C 1.05616 1.29084 -0.02669  -0.2702
H 0.35622 2.08070 -0.30746  0.0997
H -1.60251 -0.26750 1.73915  0.1432
H -1.20424 0.25998 0.00784  0.1145
H 0.05096 -0.21644 -1.37801  0.0732
H -2.96563 0.65965 -1.84487  0.0785
H -3.54077 -0.58886 3.23622  0.1249
H 2.96989 -2.89820 -2.16538  0.1223
H 2.02552 1.88169 0.00881  0.1408
H 0.17809 1.42829 2.21152  0.1335
H -0.61036 -1.15507 0.92849  0.1610
H 2.40640 -1.35399 -2.98005  -0.0357
H 4.07383 -1.28182 -2.44209  0.0785
H 1.33012 0.77937 -2.16402  0.1335
H 1.29751 0.13463 1.74711  0.0898
H -2.47761 -1.31035 4.02892  0.0600
H -3.61207 1.84892 -1.26314  0.0930

Computed properties:
2S+1	1
charge	+1
E_HOMO	-11.68	eV
HOMO-LUMO gap	8.7	eV



From most stable to least stable, the computed energies give #1, #2.



#1
C5H11NO2 | wB97M-V/def2-TZVPD

Each line ends with the Löwdin charge.
Atoms and positions in Å:
O 2.45024 0.14882 2.99980  -0.3558
O -3.03327 -0.12860 -1.14237  -0.4080
N -0.48808 0.83153 -2.22936  -0.0149
C 0.52919 -0.18098 -0.19679  -0.2396
C 2.26722 -0.31785 1.82982  -0.6386
C 0.94888 0.42487 1.14008  -0.1830
C -0.78433 0.23587 -0.94599  -0.3677
C -1.97276 -0.89470 -1.16397  -0.5286
H -1.83131 -1.50416 -0.25040  0.0586
H 0.26016 0.22852 1.98143  0.0974
H 1.22630 -0.20847 -1.05889  0.0881
H -1.99299 -1.42944 -2.12646  0.0565
H 3.23237 -0.43293 1.24719  0.0589
H 1.31554 1.43580 0.96689  0.0750
H -1.12434 1.60323 -2.41558  0.0478
H 0.68309 -1.20318 -0.06521  0.0470
H -0.22788 0.24815 -2.96206  0.0132
H -1.33335 1.06208 -0.27849  0.1486
H 1.94397 -1.38532 1.72880  0.0452

Computed properties:
2S+1	1
charge	-2
E_HOMO	1.02	eV
structure (SMILES)	N[C@@H](C[O-])CCC[O-]
HOMO-LUMO gap	6.1	eV



#2
C5H11NO2 | wB97M-V/def2-TZVPD

Each line ends with the Löwdin charge.
Atoms and positions in Å:
O 1.20003 -1.83483 -1.89858  -0.3990
O 0.01764 2.12060 1.95581  -0.4000
N -0.13377 -1.39740 0.41854  -0.1146
C -0.59136 1.11999 -0.30542  -0.1722
C 0.95822 -0.92445 1.32707  -0.1417
C 0.49955 -0.68177 -1.86014  -0.5004
C -0.91464 1.57878 1.16210  -0.5869
C -0.47981 -0.40519 -0.59308  -0.3755
H -1.40560 1.52783 -0.91324  0.0746
H 0.36395 -2.12007 -0.11910  0.0437
H -1.56885 0.76170 1.61090  0.0735
H -1.41522 -0.74726 -1.04559  0.0904
H -1.72596 2.39426 1.02372  0.0483
H 1.39458 -1.85359 1.73982  0.0554
H 1.77121 -0.43938 0.78291  0.0712
H 1.26612 0.15543 -1.84967  0.0606
H 0.34875 1.49134 -0.71572  0.0721
H 0.50356 -0.27968 2.07064  0.0388
H -0.08842 -0.46629 -2.79097  0.0615

Computed properties:
2S+1	1
charge	-2
E_HOMO	0.94	eV
structure (SMILES)	CN[C@H](C[O-])CC[O-]
HOMO-LUMO gap	6.3	eV



From most stable to least stable, the computed energies give #2, #1.



#1
C6H13N | wB97M-V/def2-TZVPD

Each line ends with the Löwdin charge.
Atoms and positions in Å:
N 0.27216 0.05296 -0.11141  -0.0022
C -0.06084 1.44160 0.04056  -0.1128
C 1.66389 -0.32644 -0.19716  -0.1800
C 1.90354 -1.49879 -1.13226  -0.0533
C -1.42633 1.51585 0.72810  -0.1194
C -0.77545 -0.81738 0.40849  -0.0782
C -1.97901 0.12854 0.37999  -0.1777
H -1.31250 1.45988 1.80788  0.1238
H 1.34582 -2.40275 -0.80007  0.0918
H -0.12410 1.85119 -0.97968  0.1683
H -2.78749 -0.14822 1.07662  0.1294
H 1.59419 -1.21114 -2.13980  0.0901
H -0.68490 -0.89039 1.50780  0.1663
H -2.62473 0.11194 -0.51876  0.1289
H 2.95965 -1.75638 -1.23162  0.0939
H 0.76007 1.92859 0.59657  0.1567
H -0.97834 -1.78044 -0.05563  0.1468
H -1.98970 2.37011 0.37119  0.1288
H 1.97358 -0.54948 0.82366  0.1531
H 2.27050 0.52075 -0.57448  0.1458

Computed properties:
2S+1	2
⟨S²⟩	0.754
charge	+1
E_HOMO (spin up / spin down)	-15.45 / -15.98	eV
HOMO-LUMO gap (spin up / spin down)	12.7 / 9.1	eV



#2
C6H13N | wB97M-V/def2-TZVPD

Each line ends with the Löwdin charge.
Atoms and positions in Å:
N -1.33512 0.42534 2.06851  0.1911
C -0.39202 -0.12752 -0.06653  -0.1375
C 0.40425 2.08207 -0.89459  -0.0512
C 0.41930 -1.07939 -0.84368  -0.1861
C 1.14940 -2.23380 -0.16888  -0.0718
C -0.81017 1.14646 -0.71130  -0.1648
C -0.58793 -0.38391 1.29195  -0.0198
H 0.12015 2.96894 -1.44615  0.0892
H 2.07286 -1.92654 0.31963  0.0943
H 1.22014 -0.52711 -1.36283  0.1340
H -0.18086 -1.34885 -1.72779  0.1532
H -0.39207 -1.33087 1.77469  0.1363
H -1.09643 1.40758 2.14780  0.1426
H 1.30139 -3.00506 -0.91717  0.0895
H 0.57135 -2.72359 0.61216  0.0659
H -1.43657 1.66379 0.01515  0.1014
H 0.86378 2.36296 0.05037  0.0862
H 1.20544 1.58404 -1.43464  0.0717
H -1.71595 0.02945 2.91781  0.1383
H -1.38094 1.01601 -1.62451  0.1376

Computed properties:
2S+1	2
⟨S²⟩	0.757
charge	+1
E_HOMO (spin up / spin down)	-14.11 / -15.97	eV
HOMO-LUMO gap (spin up / spin down)	10.7 / 9.0	eV



From most stable to least stable, the computed energies give #2, #1.



#1
CH4NO3 | wB97M-V/def2-TZVPD

Each line ends with the Löwdin charge.
Atoms and positions in Å:
O 1.86667 -0.29033 0.87971  0.1646
O 0.85763 1.48692 -0.26082  0.2112
O 1.93082 -0.57920 -0.56752  0.1664
N -0.31096 -0.57198 0.01726  0.2876
C 0.98629 0.21425 -0.04226  -0.7185
H -0.07140 -1.43854 0.65375  0.2333
H 1.61813 2.03524 -0.53148  0.1887
H -1.21372 -0.06378 0.27188  0.2127
H -0.42525 -1.05583 -1.00072  0.2541

Computed properties:
2S+1	1
charge	+1
E_HOMO	-16.42	eV
structure (SMILES)	[NH3+]C1(O)OO1
HOMO-LUMO gap	12.0	eV



#2
CH4NO3 | wB97M-V/def2-TZVPD

Each line ends with the Löwdin charge.
Atoms and positions in Å:
O 2.26210 0.28983 0.08199  0.0425
O 1.05193 0.71378 0.48025  -0.0175
O 0.46886 -1.29439 -0.64680  0.3119
N -0.16274 -0.45152 -0.18616  -0.0759
C -1.35765 0.15615 -0.13080  0.0335
H -1.71569 0.56400 -1.17336  0.2043
H -1.99039 -0.73974 0.24724  0.1854
H 2.85578 -0.21565 0.65944  0.1522
H -1.41220 0.97754 0.66822  0.1637

Computed properties:
2S+1	1
charge	+1
E_HOMO (spin up / spin down)	-16.28 / -16.28	eV
HOMO-LUMO gap (spin up / spin down)	8.5 / 8.5	eV



From most stable to least stable, the computed energies give #1, #2.



#1
C8H11NO4 | wB97M-V/def2-TZVPD

Each line ends with the Löwdin charge.
Atoms and positions in Å:
O -2.33611 -1.56297 0.41572  0.0067
O -0.94290 1.52645 -2.04920  0.0968
O 4.15440 -1.04264 -0.95632  0.0647
O -1.59955 -1.17174 -2.14164  0.2008
N 2.07711 -0.14621 -1.04390  -0.1021
C -0.97184 -0.67947 -1.28148  -0.2735
C 3.13492 -0.78805 -1.56383  -0.2881
C -0.20568 0.67210 -1.61643  -0.4500
C -1.75486 0.59930 2.29044  -0.0989
C -1.26084 -0.65664 0.18600  -0.3061
C 2.25672 0.20515 0.36134  0.0241
C 1.05617 0.27211 -1.79661  0.1572
C -1.53905 0.74775 0.81940  -0.2169
H 3.35872 0.19655 0.50285  0.1144
H -0.41348 -0.94738 0.83917  0.1409
H -2.48298 1.15088 0.37490  0.1313
H -1.01611 1.32852 2.68803  0.0888
H 2.98757 -1.12475 -2.64845  0.1660
H 2.06516 1.22279 0.36774  0.0779
H -1.53758 -0.44000 2.58426  0.0813
H 1.49859 -0.20764 0.96905  0.0774
H -0.82455 1.59537 0.50944  0.1336
H -2.80410 0.77024 2.54334  0.0838
H -2.89972 -1.51973 -0.35383  0.0900

Computed properties:
2S+1	1
charge	0
E_HOMO	-9.27	eV
HOMO-LUMO gap	8.2	eV



#2
C8H11NO4 | wB97M-V/def2-TZVPD

Each line ends with the Löwdin charge.
Atoms and positions in Å:
O 2.70979 1.28655 0.13703  -0.0556
O 0.56287 1.82392 1.68358  0.0392
O 0.48640 -1.77040 -2.93484  -0.0767
O -1.88975 -1.51448 -1.68091  0.0072
N -1.96324 -0.09827 -0.01582  0.1598
C 0.87560 -2.00824 -1.60659  -0.2042
C -0.04578 0.85668 0.95048  -0.2031
C 0.22891 -0.94248 -0.70575  -0.0364
C 2.29200 -0.03770 0.46682  -0.1731
C 0.83351 -0.07365 0.16856  -0.0628
C -2.30902 1.69430 1.70061  -0.0079
C -1.23937 -0.92711 -0.80312  -0.4120
C -1.41960 0.81306 0.87344  -0.2075
H -2.71938 1.11886 2.55141  0.0951
H -0.50832 -1.69973 -2.92655  0.0825
H 1.95226 -2.03937 -1.56455  0.1043
H -2.97264 -0.21214 -0.15044  0.1776
H 0.47049 -2.99289 -1.31625  0.1305
H 2.83400 -0.78165 -0.13295  0.1192
H 2.47791 -0.31064 1.51827  0.1469
H -1.81978 2.52469 2.17390  0.0724
H -3.11443 2.02558 1.02869  0.0882
H 1.50535 1.90004 1.41438  0.0925
H 2.77223 1.36506 -0.82940  0.1239

Computed properties:
2S+1	1
charge	0
E_HOMO	-7.89	eV
structure (SMILES)	Cc1[nH]c(=O)c(CO)c(CO)c1O
HOMO-LUMO gap	8.2	eV



From most stable to least stable, the computed energies give #2, #1.